Here is the molecule C4H4O2 from the OMol25 dataset. Energies are from ωB97M-V/def2-TZVPD.

```
10
C4H4O2 ωB97M-V/def2-TZVPD
C 1.430 -0.485 0.308
C 0.443 0.966 0.037
C -0.821 0.358 0.137
C -1.838 -0.173 -0.466
O 0.663 -0.709 1.335
O 0.899 2.056 0.156
H 1.378 -1.170 -0.548
H 2.410 -0.025 0.478
H -2.658 -0.587 0.112
H -1.907 -0.231 -1.549
```

F_max = 0.57 eV/A
E_tot = -305.1084 Eh
HOMO (spin up / spin down) = -9.4 / -9.4 eV
energy above the lowest of the compared OMol25 structures with the same formula, charge and spin = 107.3 kcal/mol
E_LUMO (spin up / spin down) = -1.53 / -1.53 eV

Atom charges from the natural (NBO) analysis, given in e for atoms 1 to 4:
1. C -0.0331
2. C 0.4794
3. C 0.1462
4. C -0.5013

---

Here is the molecule C4H4O2 from the OMol25 dataset. Energies are from ωB97M-V/def2-TZVPD.

```
10
C4H4O2 ωB97M-V/def2-TZVPD
C 1.404 0.702 0.900
C 0.655 0.648 -0.189
O 0.483 -0.520 -0.897
C -0.851 -0.880 -0.995
C -1.652 -0.857 0.061
O -2.379 -0.793 0.973
H 1.909 -0.187 1.264
H 1.528 1.642 1.425
H 0.106 1.494 -0.597
H -1.201 -1.251 -1.947
```

F_max = 0.86 eV/A
E_tot = -305.2026 Eh
HOMO = -8.8 eV
energy above the lowest of the compared OMol25 structures with the same formula, charge and spin = 48.2 kcal/mol
E_LUMO = 0.47 eV
SMILES = C=COC=C=O

Atom charges from the natural (NBO) analysis, given in e for atoms 1 to 4:
1. C -0.4617
2. C 0.1120
3. O -0.4931
4. C -0.2224

---

Here is the molecule C4H4O2 from the OMol25 dataset. Energies are from ωB97M-V/def2-TZVPD.

```
10
C4H4O2 ωB97M-V/def2-TZVPD
C -1.412 -0.646 -0.032
C -0.159 -1.020 0.176
O 0.821 -0.761 -0.766
C 1.348 0.485 -0.450
C 0.624 1.408 0.166
O 0.043 2.235 0.759
H -1.710 -0.242 -0.995
H -2.155 -0.729 0.750
H 0.227 -1.413 1.115
H 2.373 0.683 -0.724
```

F_max = 0.95 eV/A
E_tot = -305.1960 Eh
HOMO = -8.6 eV
energy above the lowest of the compared OMol25 structures with the same formula, charge and spin = 52.3 kcal/mol
E_LUMO = 0.59 eV
SMILES = C=COC=C=O

Atom charges from the natural (NBO) analysis, given in e for atoms 1 to 4:
1. C -0.4516
2. C 0.1102
3. O -0.4972
4. C -0.2134

---

Here is the molecule C4H4O2 at a distorted geometry from the OMol25 dataset. Energies are from ωB97M-V/def2-TZVPD.

```
10
C4H4O2 ωB97M-V/def2-TZVPD
C 1.888 0.460 0.026
O 0.393 0.457 0.051
C -0.432 -0.622 -0.096
C -1.798 -0.658 -0.066
C -2.841 0.064 0.098
O -3.937 0.451 0.202
H 2.151 1.495 -0.149
H 2.243 -0.185 -0.780
H 2.252 0.105 0.988
H 0.082 -1.567 -0.273
```

F_max = 3.44 eV/A
E_tot = -305.1961 Eh
HOMO = -9.0 eV
energy above the lowest of the compared OMol25 structures with the same formula, charge and spin = 52.3 kcal/mol
E_LUMO = 0.04 eV
SMILES = COC=C=C=O

Atom charges from the natural (NBO) analysis, given in e for atoms 1 to 4:
1. C -0.2404
2. O -0.5092
3. C 0.2920
4. C -0.5138

---

Here is a cluster of 2 separate species, C4H4O2 in total at a distorted geometry from the OMol25 dataset. Energies are from ωB97M-V/def2-TZVPD.

```
10
C4H4O2 ωB97M-V/def2-TZVPD
C -0.456 0.443 -1.574
C 0.853 1.010 -1.372
C 0.443 -0.527 -0.922
C -0.462 -0.780 1.877
O -1.626 0.707 -1.636
O 1.635 -0.127 -1.400
H 1.084 1.787 -0.705
H 0.400 -0.583 2.493
H -0.591 -1.794 1.582
H -1.280 -0.135 1.655
```

F_max = 2.08 eV/A
E_tot = -304.9979 Eh
HOMO (spin up / spin down) = -8.4 / -9.9 eV
⟨S²⟩ = 2.015
2S+1 = 3
energy above the lowest of the compared OMol25 structures with the same formula, charge and spin = 105.6 kcal/mol
E_LUMO (spin up / spin down) = 0.36 / -2.19 eV

Atom charges from the natural (NBO) analysis, given in e for atoms 1 to 4:
1. C 0.3694
2. C 0.0063
3. C 0.2765
4. C -0.5073

---

Here is a cluster of 2 separate species, C4H4O2S in total at a distorted geometry from the OMol25 dataset. Energies are from ωB97M-V/def2-TZVPD.

```
11
C4H4O2S ωB97M-V/def2-TZVPD
C -2.115 -2.247 -1.470
C -2.176 -1.083 -1.200
C 0.507 1.039 0.994
C -0.024 1.308 -0.176
O -2.445 1.475 0.982
O -2.224 2.289 -1.364
S -1.846 1.383 -0.317
H -2.117 -3.259 -1.766
H 1.570 0.951 1.162
H -0.130 0.910 1.856
H 0.504 1.434 -1.107
```

F_max = 4.12 eV/A
E_tot = -703.2436 Eh
HOMO (spin up / spin down) = -10.1 / -10.1 eV
energy above the lowest of the compared OMol25 structures with the same formula, charge and spin = 155.8 kcal/mol
E_LUMO (spin up / spin down) = -2.17 / -2.17 eV

Atom charges from the natural (NBO) analysis, given in e for atoms 1 to 4:
1. C -0.4063
2. C -0.2469
3. C -0.2858
4. C -0.4442